No. 1
An isolated ion of composition C12H15N2O and charge +1. Source: the Open Molecules 2025 dataset; level of theory: ωB97M-V/def2-TZVPD.

Structure (XYZ):
```
30
Properties=species:S:1:pos:R:3:forces:R:3:nbo_charge:R:1
C -1.419777 -2.751205 -0.279030 0.0 -2.4 -1.4 -0.454
N -1.098088 -1.308951 -0.318023 1.2 -0.9 0.8 -0.385
C 0.160051 -0.914832 -0.103866 -2.4 3.8 -1.7 0.795
O 1.089428 -1.750933 0.175360 1.8 -0.9 0.5 -0.381
C 2.314786 -1.052544 0.189828 0.6 3.2 0.1 0.228
C 3.664655 -1.361813 0.412667 -2.8 -1.1 -0.9 -0.203
C 4.559453 -0.365158 0.166048 2.8 -0.8 -0.1 -0.216
C 4.244954 0.933939 -0.122410 -0.3 1.8 -1.2 -0.170
C 2.909769 1.361946 -0.254816 -0.1 -1.6 -0.2 -0.225
C 2.003587 0.302303 -0.094321 -0.5 0.9 -0.3 0.107
N 0.603246 0.423981 -0.307288 -0.3 -4.0 0.8 -0.379
C -0.261292 1.637264 -0.528501 1.6 -1.4 2.5 -0.209
C -1.258857 1.750230 0.610152 -1.2 0.3 -1.0 -0.412
C -2.337507 0.604664 0.593408 0.7 -0.1 3.7 -0.436
C -2.211731 -0.334390 -0.556525 -0.4 -2.1 0.1 -0.222
H -2.014147 -2.957608 -1.192866 0.4 0.2 0.2 0.224
H -0.541471 -3.540949 -0.354960 -1.4 2.3 0.4 0.259
H -2.117929 -3.138361 0.493002 0.7 1.0 0.3 0.235
H 3.923522 -2.385662 0.497053 0.6 -0.7 0.4 0.244
H 5.640537 -0.687178 0.055131 -1.4 0.6 0.5 0.246
H 5.077125 1.570423 -0.451090 -0.5 0.0 0.5 0.241
H 2.510048 2.309530 -0.667826 0.9 -0.5 0.6 0.239
H -0.633976 1.626517 -1.516181 -0.3 0.3 -0.9 0.221
H 0.414337 2.432271 -0.310304 0.5 0.8 -0.7 0.236
H -1.829881 2.667637 0.292433 0.6 -0.5 1.0 0.233
H -0.704363 1.891920 1.572068 -0.8 -0.1 -0.8 0.241
H -2.343010 0.002569 1.652810 0.3 1.2 -2.7 0.231
H -3.280360 1.120263 0.653208 -0.6 -0.2 -0.5 0.248
H -3.101692 -1.028005 -0.600476 0.8 1.1 -0.3 0.247
H -2.021846 0.136993 -1.523601 -0.4 -0.1 0.1 0.219
```
Forces are in eV/Å.

Properties
Highest occupied orbital energy (eV): -12.1
LUMO (Ha): -0.092
Spin multiplicity: 1
Charge: +1
Energy relative to the best compared isomer or geometry (same formula, charge and spin) (kcal/mol): 19.38
Frontier orbital gap (eV): 9.63

---

No. 2
C5H13Cl2CrMg as an isolated structure. Source: the Open Molecules 2025 dataset; level of theory: ωB97M-V/def2-TZVPD.

Structure (XYZ):
```
22
Properties=species:S:1:pos:R:3:forces:R:3:nbo_charge:R:1
Cr 0.864629 -0.425208 1.184049 0.7 1.7 -2.6 1.085
Cl 0.004225 -1.156329 3.048518 -1.0 -0.7 1.9 -0.644
C 1.560433 -2.181298 0.416079 0.1 -0.2 -0.4 -1.009
H 2.102013 -2.046202 -0.538871 -0.2 0.0 0.3 0.186
H 0.698295 -2.855313 0.252391 0.3 0.1 0.0 0.183
H 2.242915 -2.624245 1.162879 -0.2 0.0 -0.2 0.174
Mg -1.421899 0.822692 -1.320262 0.7 -0.1 0.9 1.565
C -2.635839 2.529636 -0.983998 -0.3 0.2 -0.2 -1.397
C -2.220202 -1.097670 -1.671799 -0.3 -0.2 -0.3 -1.400
C 0.575636 0.949775 -0.481341 0.2 -0.6 0.3 -1.647
H -1.934803 -1.452475 -2.672603 -0.1 -0.2 0.1 0.172
H -1.807307 -1.778937 -0.912904 -0.1 0.0 -0.2 0.195
H -3.315588 -1.065971 -1.589106 0.0 -0.2 -0.1 0.171
H -2.295814 3.352233 -1.631021 -0.2 0.1 0.1 0.173
H -3.687845 2.287069 -1.190418 -0.1 0.3 0.0 0.169
H -2.517288 2.818139 0.071124 -0.1 0.1 -0.2 0.188
H 1.294920 0.779496 -1.321780 -0.1 0.0 0.4 0.183
H 0.689904 2.028094 -0.216417 0.1 -0.3 0.1 0.174
Cl 3.573617 1.035027 0.949472 1.4 0.8 -0.6 -0.134
C 2.625730 0.112201 2.091858 -0.9 -0.6 0.7 -0.741
H 3.195051 -0.779049 2.391669 -0.1 0.3 0.0 0.181
H 2.409214 0.748337 2.962482 0.2 -0.2 -0.1 0.176
```
Forces are in eV/Å.

Properties
Highest occupied orbital energy (spin up / spin down) (eV): 0.5 / 0.4
⟨S²⟩: 3.860
LUMO (spin up / spin down) (Ha): 0.195 / 0.195
Spin multiplicity: 4
Charge: -2
Energy relative to the best compared isomer or geometry (same formula, charge and spin) (kcal/mol): 2.50
Frontier orbital gap (spin up / spin down) (eV): 4.79 / 4.94

---

No. 3
C17H35N7NbO as an isolated structure. Source: the Open Molecules 2025 dataset; level of theory: ωB97M-V/def2-TZVPD.

Structure (XYZ):
```
61
Properties=species:S:1:pos:R:3:forces:R:3:nbo_charge:R:1
C 3.909629 0.232092 3.523650 -0.2 0.1 0.2 -0.417
N 3.662314 -0.872497 2.619630 0.2 0.1 -0.6 -0.628
C 2.745660 -0.504846 1.500582 -0.1 -0.2 1.6 -0.647
Nb 0.495630 -0.762909 1.797010 -0.7 0.6 -0.8 1.695
C -1.541112 -1.255147 2.643819 0.4 0.2 0.5 -0.874
C -2.021929 -0.508737 3.854333 -0.3 0.1 0.7 -0.061
O -3.477422 -0.588534 3.961703 0.0 0.0 -0.1 -0.762
C -0.121175 0.934563 0.400898 0.2 0.1 -0.6 -0.973
C 0.809855 2.076411 0.310601 0.2 -0.2 -0.6 0.327
C 0.654298 3.112796 1.404528 0.3 0.2 0.1 -0.691
N 1.677562 2.159616 -0.648281 -0.5 -0.1 0.5 -0.730
H 4.547895 -0.110294 4.347700 0.0 0.1 -0.1 0.176
H 2.954629 0.573395 3.940678 0.1 -0.2 0.0 0.219
H 4.371514 1.121543 3.050361 0.0 -0.2 0.0 0.140
H 4.556014 -1.144447 2.213944 0.0 0.1 0.1 0.313
H 2.954241 0.526095 1.171647 -0.1 0.0 -0.2 0.180
H 2.955381 -1.181599 0.663063 -0.3 0.0 -0.1 0.201
H 0.305170 -1.915306 0.353982 0.0 -0.2 0.2 -0.392
H 1.026706 -2.350552 2.542353 0.1 0.0 -0.7 -0.284
H 0.734826 0.239392 3.377375 0.0 -0.1 0.2 -0.468
H -1.613176 -2.332549 2.832643 -0.1 0.1 -0.2 0.231
H -2.190871 -1.000141 1.778236 0.4 -0.1 0.1 0.234
H -1.723131 0.550672 3.878799 -0.1 -0.2 -0.3 0.155
H -1.610074 -0.952916 4.772984 0.2 0.0 -0.2 0.156
H -3.792120 0.122565 4.529917 0.2 -0.1 0.0 0.448
H -0.369781 0.543367 -0.590921 0.1 0.0 0.2 0.266
H -1.056709 1.226084 0.912512 0.2 -0.1 0.0 0.231
H -0.014606 3.915822 1.065312 0.1 -0.2 0.0 0.214
H 1.628781 3.543266 1.673079 -0.2 0.0 -0.1 0.204
H 0.222987 2.671454 2.303688 0.0 0.0 0.0 0.229
H 2.270334 2.986267 -0.563630 -0.2 0.0 0.2 0.308
C 4.792806 -3.647444 0.450440 0.2 0.0 0.1 -0.727
C 3.707285 -3.656928 -0.512072 -1.3 0.3 -0.6 0.303
N 2.775692 -3.581220 -1.193432 1.1 -0.3 0.4 -0.343
H 5.549156 -4.385983 0.189310 0.0 0.0 0.0 0.238
H 5.245524 -2.656853 0.471099 0.0 0.0 0.0 0.253
H 4.389083 -3.862042 1.439508 0.0 0.0 0.0 0.275
C 0.668433 -4.226831 -3.488375 0.1 -0.1 0.2 -0.732
C -0.477037 -4.188758 -4.377652 -0.6 0.0 -0.7 0.312
N -1.349712 -4.193940 -5.133190 0.5 0.1 0.5 -0.383
H 1.348666 -4.993568 -3.857488 0.1 0.0 0.1 0.245
H 1.192983 -3.275020 -3.443594 -0.1 0.0 -0.1 0.276
H 0.365828 -4.468530 -2.471437 0.0 0.0 0.0 0.283
C -4.118124 1.533919 -2.142964 -0.1 0.2 -0.2 -0.727
C -3.509343 0.395993 -1.486078 0.4 -0.7 0.6 0.291
N -3.025265 -0.497000 -0.941557 -0.3 0.4 -0.4 -0.324
H -3.555808 1.771829 -3.044852 0.0 0.0 -0.1 0.263
H -5.147229 1.295380 -2.412212 0.0 0.0 0.0 0.237
H -4.099752 2.392921 -1.475513 0.0 0.0 0.0 0.260
C -4.013608 5.755748 0.712693 -0.1 0.2 0.0 -0.718
C -3.424906 4.437072 0.563900 0.4 -0.8 -0.1 0.278
N -2.957931 3.389209 0.448931 -0.3 0.7 0.1 -0.310
H -3.374793 6.501729 0.242741 0.0 0.0 0.0 0.252
H -4.994846 5.780950 0.241413 0.0 0.0 0.0 0.249
H -4.121877 5.995544 1.769163 0.0 0.0 0.0 0.252
C -0.508963 -0.837269 -6.076555 0.1 -0.1 0.0 -0.727
C -1.349604 0.330695 -5.894231 -0.7 0.7 0.0 0.310
N -2.053132 1.239817 -5.806236 0.4 -0.5 0.0 -0.364
H 0.540168 -0.556178 -6.001462 0.0 0.0 0.0 0.251
H -0.741311 -1.593183 -5.329307 0.0 0.0 0.0 0.276
H -0.703714 -1.254992 -7.063178 0.0 -0.1 0.0 0.251
```
Forces are in eV/Å.

Properties
Highest occupied orbital energy (eV): -4.3
LUMO (Ha): 0.080
Spin multiplicity: 1
Charge: -1
Frontier orbital gap (eV): 6.43

---

Number 1: largest force on an atom 4.750 eV/Å. Number 2: largest force on an atom 3.194 eV/Å. Number 3: largest force on an atom 1.654 eV/Å.